# 1
{"formula": "C26H36N2O6S", "method": "ωB97M-V with the def2-TZVPD basis set", "smiles": "CCC[C@@H](C)NC(=O)COc1ccc(S(=O)(=O)c2ccc(OCC(=O)N[C@H](C)CCC)cc2)cc1", "e_tot_ev": -53647.53891, "de_lowest_kj_mol": 14.0, "spin_multiplicity": 1, "charge": 0, "homo_ha": -0.330, "elements": ["C", "C", "C", "C", "C", "N", "C", "O", "C", "O", "C", "C", "C", "C", "S", "O", "O", "C", "C", "C", "C", "O", "C", "C", "O", "N", "C", "C", "C", "C", "C", "C", "C", "C", "C", "H", "H", "H", "H", "H", "H", "H", "H", "H", "H", "H", "H", "H", "H", "H", "H", "H", "H", "H", "H", "H", "H", "H", "H", "H", "H", "H", "H", "H", "H", "H", "H", "H", "H", "H", "H"], "xyz": [[-6.004, -2.494, -2.347], [-5.012, -1.442, -1.866], [-3.808, -2.093, -1.187], [-2.770, -1.106, -0.632], [-2.129, -0.235, -1.710], [-3.356, -0.255, 0.382], [-3.069, -0.328, 1.690], [-2.354, -1.164, 2.199], [-3.754, 0.787, 2.498], [-3.803, 1.999, 1.771], [-2.618, 2.564, 1.398], [-2.700, 3.571, 0.433], [-1.553, 4.180, -0.032], [-0.324, 3.801, 0.475], [1.177, 4.587, -0.131], [1.747, 5.361, 0.939], [0.858, 5.260, -1.364], [2.268, 3.206, -0.478], [2.201, 2.570, -1.705], [3.040, 1.507, -1.965], [3.942, 1.065, -0.991], [4.735, 0.020, -1.357], [5.626, -0.519, -0.398], [4.850, -1.250, 0.712], [4.977, -0.985, 1.888], [4.009, -2.170, 0.219], [3.020, -2.869, 1.018], [3.499, -4.285, 1.334], [1.682, -2.891, 0.273], [1.220, -1.520, -0.226], [0.894, -0.549, 0.901], [3.986, 1.701, 0.248], [3.152, 2.779, 0.491], [-0.233, 2.827, 1.448], [-1.375, 2.193, 1.905], [-5.533, -3.163, -3.063], [-6.858, -2.023, -2.828], [-6.366, -3.089, -1.511], [-5.515, -0.775, -1.163], [-4.682, -0.849, -2.721], [-4.162, -2.711, -0.359], [-3.306, -2.751, -1.900], [-1.995, -1.685, -0.117], [-1.341, 0.378, -1.277], [-2.865, 0.426, -2.160], [-1.699, -0.857, -2.490], [-3.952, 0.495, 0.063], [-3.256, 0.901, 3.466], [-4.798, 0.514, 2.676], [-3.674, 3.854, 0.064], [-1.587, 4.946, -0.791], [1.507, 2.933, -2.446], [3.026, 1.003, -2.918], [6.249, -1.229, -0.949], [6.268, 0.252, 0.041], [3.989, -2.325, -0.777], [2.931, -2.308, 1.953], [3.642, -4.854, 0.417], [4.443, -4.246, 1.873], [2.767, -4.797, 1.951], [1.775, -3.566, -0.584], [0.924, -3.302, 0.940], [0.329, -1.666, -0.840], [1.985, -1.077, -0.868], [0.110, -0.951, 1.539], [0.553, 0.397, 0.487], [1.773, -0.350, 1.508], [4.653, 1.370, 1.027], [3.195, 3.310, 1.429], [0.731, 2.558, 1.849], [-1.280, 1.416, 2.645]], "nbo_charge": [-0.597, -0.402, -0.395, -0.054, -0.619, -0.617, 0.656, -0.628, -0.163, -0.496, 0.323, -0.265, -0.157, -0.367, 2.187, -0.934, -0.943, -0.363, -0.158, -0.286, 0.403, -0.508, -0.164, 0.649, -0.620, -0.611, -0.060, -0.604, -0.405, -0.388, -0.620, -0.333, -0.155, -0.100, -0.326, 0.202, 0.210, 0.203, 0.191, 0.197, 0.209, 0.202, 0.229, 0.222, 0.204, 0.215, 0.405, 0.204, 0.219, 0.229, 0.246, 0.241, 0.229, 0.212, 0.205, 0.399, 0.227, 0.199, 0.220, 0.213, 0.194, 0.217, 0.197, 0.194, 0.224, 0.205, 0.204, 0.248, 0.245, 0.224, 0.239]}


# 2
{"formula": "C26H36N4O2", "method": "ωB97M-V with the def2-TZVPD basis set", "smiles": "O=C(Cc1ccccc1)NCCCN1CCN(CCCNC(=O)Cc2ccccc2)CC1", "e_tot_ev": -37603.02148, "de_lowest_kj_mol": 214.8, "spin_multiplicity": 1, "charge": 0, "homo_ha": -0.288, "elements": ["O", "C", "C", "C", "C", "C", "C", "C", "C", "N", "C", "C", "C", "N", "C", "C", "N", "C", "C", "C", "N", "C", "O", "C", "C", "C", "C", "C", "C", "C", "C", "C", "H", "H", "H", "H", "H", "H", "H", "H", "H", "H", "H", "H", "H", "H", "H", "H", "H", "H", "H", "H", "H", "H", "H", "H", "H", "H", "H", "H", "H", "H", "H", "H", "H", "H", "H", "H"], "xyz": [[4.874, -2.535, -0.504], [4.011, -2.953, 0.234], [3.433, -4.366, 0.134], [1.957, -4.323, -0.137], [1.493, -4.026, -1.414], [0.137, -3.974, -1.677], [-0.778, -4.213, -0.665], [-0.328, -4.501, 0.611], [1.031, -4.553, 0.873], [3.481, -2.232, 1.248], [3.810, -0.843, 1.478], [2.692, 0.084, 1.006], [3.009, 1.559, 1.296], [1.991, 2.513, 0.918], [0.740, 2.410, 1.642], [-0.075, 3.686, 1.387], [-0.327, 3.936, -0.020], [-1.407, 3.153, -0.595], [-2.759, 3.781, -0.231], [-3.868, 3.353, -1.191], [-4.062, 1.921, -1.192], [-3.679, 1.133, -2.219], [-3.273, 1.558, -3.278], [-3.813, -0.359, -1.910], [-2.822, -0.710, -0.838], [-1.471, -0.811, -1.153], [-0.539, -1.094, -0.174], [-0.943, -1.267, 1.140], [-2.283, -1.160, 1.466], [-3.217, -0.883, 0.483], [0.925, 3.898, -0.749], [1.730, 2.615, -0.504], [3.957, -4.874, -0.677], [3.638, -4.891, 1.069], [2.207, -3.838, -2.203], [-0.209, -3.746, -2.674], [-1.838, -4.172, -0.869], [-1.036, -4.688, 1.405], [1.373, -4.796, 1.871], [2.690, -2.610, 1.747], [4.728, -0.643, 0.921], [4.000, -0.693, 2.546], [2.554, -0.054, -0.067], [1.764, -0.188, 1.514], [3.927, 1.837, 0.769], [3.187, 1.683, 2.369], [0.954, 2.323, 2.710], [0.148, 1.528, 1.334], [-1.025, 3.637, 1.920], [0.496, 4.538, 1.768], [-1.392, 2.096, -0.287], [-1.299, 3.180, -1.681], [-3.039, 3.513, 0.790], [-2.653, 4.865, -0.277], [-3.612, 3.629, -2.215], [-4.809, 3.841, -0.914], [-4.288, 1.490, -0.308], [-3.603, -0.910, -2.827], [-4.833, -0.574, -1.586], [-1.157, -0.667, -2.176], [0.502, -1.191, -0.438], [-0.219, -1.494, 1.909], [-2.604, -1.296, 2.489], [-4.265, -0.819, 0.745], [0.723, 4.021, -1.814], [1.522, 4.748, -0.405], [2.682, 2.671, -1.036], [1.161, 1.750, -0.889]], "nbo_charge": [-0.621, 0.688, -0.537, 0.068, -0.236, -0.204, -0.205, -0.203, -0.266, -0.620, -0.222, -0.430, -0.197, -0.455, -0.239, -0.222, -0.449, -0.230, -0.411, -0.223, -0.622, 0.693, -0.625, -0.519, -0.024, -0.168, -0.213, -0.224, -0.197, -0.243, -0.213, -0.245, 0.243, 0.226, 0.219, 0.216, 0.217, 0.215, 0.207, 0.392, 0.233, 0.188, 0.207, 0.192, 0.196, 0.189, 0.200, 0.167, 0.195, 0.199, 0.177, 0.208, 0.188, 0.222, 0.231, 0.194, 0.392, 0.242, 0.225, 0.215, 0.225, 0.210, 0.213, 0.207, 0.199, 0.197, 0.204, 0.163]}


# 3
{"formula": "C26H36N4O5S", "method": "ωB97M-V with the def2-TZVPD basis set", "smiles": "CCN(CC)S(=O)(=O)c1cc(NC(=O)[C@H](C)N2CCN(Cc3ccc4c(c3)OCO4)CC2)ccc1C", "e_tot_ev": -54579.23201, "de_lowest_kj_mol": 30.1, "spin_multiplicity": 1, "charge": 0, "homo_ha": -0.286, "elements": ["C", "C", "N", "C", "C", "S", "O", "O", "C", "C", "C", "N", "C", "O", "C", "C", "N", "C", "C", "N", "C", "C", "C", "C", "C", "C", "C", "O", "C", "O", "C", "C", "C", "C", "C", "C", "H", "H", "H", "H", "H", "H", "H", "H", "H", "H", "H", "H", "H", "H", "H", "H", "H", "H", "H", "H", "H", "H", "H", "H", "H", "H", "H", "H", "H", "H", "H", "H", "H", "H", "H", "H"], "xyz": [[-3.280, -3.106, 1.970], [-3.520, -1.618, 1.723], [-3.733, -1.349, 0.315], [-5.064, -0.980, -0.125], [-5.475, 0.430, 0.288], [-2.473, -0.527, -0.417], [-2.897, -0.137, -1.730], [-1.957, 0.493, 0.460], [-1.204, -1.784, -0.553], [0.018, -1.459, -0.009], [1.096, -2.336, -0.115], [2.313, -1.899, 0.386], [3.574, -2.347, 0.140], [3.873, -3.428, -0.311], [4.597, -1.272, 0.564], [4.888, -1.480, 2.049], [3.982, 0.014, 0.253], [4.416, 1.214, 0.937], [3.370, 2.300, 0.669], [3.296, 2.567, -0.753], [2.464, 3.712, -1.104], [0.977, 3.525, -0.893], [0.173, 3.069, -1.928], [-1.198, 2.869, -1.779], [-1.734, 3.131, -0.543], [-0.932, 3.569, 0.513], [0.415, 3.781, 0.364], [-1.712, 3.761, 1.624], [-3.001, 3.321, 1.258], [-3.035, 3.075, -0.129], [2.935, 1.362, -1.473], [3.956, 0.269, -1.177], [0.903, -3.562, -0.746], [-0.333, -3.867, -1.289], [-1.408, -2.984, -1.224], [-2.726, -3.296, -1.853], [-2.396, -3.443, 1.435], [-3.135, -3.284, 3.033], [-4.135, -3.687, 1.634], [-2.651, -1.041, 2.048], [-4.385, -1.284, 2.303], [-5.049, -1.044, -1.214], [-5.765, -1.724, 0.265], [-6.465, 0.657, -0.099], [-5.495, 0.532, 1.372], [-4.764, 1.146, -0.117], [0.121, -0.500, 0.477], [2.320, -0.927, 0.700], [5.525, -1.442, -0.006], [5.708, -0.849, 2.381], [4.004, -1.267, 2.647], [5.171, -2.519, 2.206], [4.469, 1.033, 2.010], [5.400, 1.561, 0.582], [3.665, 3.220, 1.180], [2.401, 1.963, 1.077], [2.819, 4.560, -0.512], [2.655, 3.926, -2.159], [0.620, 2.874, -2.892], [-1.813, 2.510, -2.586], [1.011, 4.145, 1.184], [-3.741, 4.095, 1.511], [-3.233, 2.388, 1.800], [2.938, 1.583, -2.542], [1.929, 1.000, -1.196], [3.675, -0.645, -1.705], [4.948, 0.589, -1.539], [1.729, -4.249, -0.829], [-0.463, -4.813, -1.793], [-2.639, -4.143, -2.529], [-3.080, -2.426, -2.401], [-3.466, -3.527, -1.089]], "nbo_charge": [-0.612, -0.233, -0.699, -0.216, -0.636, 2.320, -0.945, -0.966, -0.250, -0.263, 0.227, -0.655, 0.690, -0.604, -0.129, -0.615, -0.472, -0.210, -0.227, -0.438, -0.225, -0.057, -0.216, -0.244, 0.243, 0.306, -0.295, -0.495, 0.238, -0.483, -0.231, -0.228, -0.243, -0.186, -0.027, -0.647, 0.215, 0.213, 0.203, 0.222, 0.198, 0.227, 0.200, 0.216, 0.198, 0.231, 0.243, 0.429, 0.202, 0.216, 0.211, 0.234, 0.206, 0.173, 0.202, 0.172, 0.202, 0.202, 0.209, 0.235, 0.221, 0.161, 0.157, 0.206, 0.177, 0.210, 0.181, 0.254, 0.215, 0.217, 0.241, 0.228]}